(1)
Here is a molecular structure, C3H5HgLiO4 at a distorted geometry from OMol25. Energies are from the ωB97M-V functional and the def2-TZVPD basis.

Positions of all 14 atoms, in Å:
Hg  -1.63  -3.54  1.13
O  -0.61  -0.26  -0.08
O  -0.19  -2.46  0.33
O  1.29  2.36  0.89
O  -2.14  -1.60  0.80
C  1.10  1.28  -0.64
C  -0.95  -1.49  0.39
C  0.59  -0.09  -0.64
Li  -3.57  -0.36  0.89
H  1.13  3.30  0.65
H  1.69  0.31  0.20
H  2.02  1.37  -1.26
H  0.84  -0.78  -1.45
H  0.44  1.96  -1.23

As for the total energy: -577.751587 a.u. The LUMO energy (spin up / spin down) is -15.25 / -15.25 eV. Its spin multiplicity is 2. As for the charge: +3. As for the expectation value of S²: 0.79. The largest force on an atom is 0.165 hartree/bohr. Its HOMO energy (spin up / spin down) is -22.492 / -22.382 eV. The HOMO-LUMO gap (spin up / spin down) comes out at 7.245 / 7.136 eV. As for the energy relative to the best compared isomer or geometry (same formula, charge and spin): 225.4 kJ/mol.

(2)
Here is 2 unconnected molecules or ions with the total composition C3H5I at a distorted geometry from OMol25. Energies are from the ωB97M-V functional and the def2-TZVPD basis.

Positions of all 9 atoms, in Å:
I  2.62  0.75  1.50
C  0.93  0.81  0.31
C  -0.19  -1.29  0.38
C  0.36  1.78  -0.33
H  -0.18  -1.50  -0.67
H  0.79  2.78  -0.36
H  -0.55  1.64  -0.88
H  0.49  -1.83  1.01
H  -1.13  -0.99  0.80

As for the total energy: -414.855883 a.u. The LUMO energy is 0.04 eV. The largest force on an atom is 0.080 hartree/bohr. Its HOMO energy is -8.705 eV. The HOMO-LUMO gap comes out at 8.747 eV. As for the energy relative to the best compared isomer or geometry (same formula, charge and spin): 311.2 kJ/mol.

(3)
Here is 2 unconnected molecules or ions with the total composition C3H5IO at a distorted geometry from OMol25. Energies are from the ωB97M-V functional and the def2-TZVPD basis.

Positions of all 10 atoms, in Å:
I  2.68  -0.30  0.00
O  -0.76  -2.18  0.54
C  -0.29  1.06  0.24
C  0.68  0.26  -0.61
C  -0.02  -1.88  -0.32
H  0.77  -2.38  -0.90
H  0.58  0.02  -1.72
H  -0.49  0.68  1.25
H  -1.28  0.96  -0.08
H  -0.02  2.14  0.31

As for the total energy: -490.116910 a.u. The LUMO energy (spin up / spin down) is 0.31 / 0.31 eV. The largest force on an atom is 0.093 hartree/bohr. Its HOMO energy (spin up / spin down) is -8.039 / -8.038 eV. The HOMO-LUMO gap (spin up / spin down) comes out at 8.346 / 8.347 eV. As for the energy relative to the best compared isomer or geometry (same formula, charge and spin): 252.1 kJ/mol.

(4)
Here is C3H5IO2S in the gas phase at a distorted geometry from OMol25. Energies are from the ωB97M-V functional and the def2-TZVPD basis.

Positions of all 12 atoms, in Å:
I  -4.04  -0.43  0.22
S  -1.12  1.18  -0.15
O  -2.34  -0.40  -0.70
O  -1.73  1.57  1.09
C  0.90  -0.87  -0.62
C  1.65  0.36  -0.08
C  0.21  0.03  0.42
H  1.27  -1.70  0.04
H  0.69  -0.85  -1.70
H  0.02  -0.33  1.40
H  1.95  1.22  -0.66
H  2.54  0.21  0.72

As for the total energy: -963.519293 a.u. The LUMO energy is -0.73 eV. The largest force on an atom is 0.072 hartree/bohr. Its HOMO energy is -8.734 eV. The HOMO-LUMO gap comes out at 8.005 eV. As for the energy relative to the best compared isomer or geometry (same formula, charge and spin): 220.3 kJ/mol.

> Among the records above, which one has the lowest energy relative to the best compared isomer or geometry (same formula, charge and spin)?

C3H5IO2S

> Which of these has the lowest energy relative to the best compared isomer or geometry (same formula, charge and spin)?

C3H5IO2S

> Look up the energy relative to the best compared isomer or geometry (same formula, charge and spin) of the first one.

225.4 kJ/mol

> Among the records above, which one has the lowest energy relative to the best compared isomer or geometry (same formula, charge and spin)?

C3H5IO2S